{
  "formula": "C35H102Cu2O37",
  "method": "ωB97M-V with the def2-TZVPD basis set",
  "lumo_energy_ev": -0.288,
  "largest_force_ev_per_a": 6.492,
  "multiplicity": 1,
  "homo_lumo_gap_ev": 8.06,
  "homo_ha": -0.3067,
  "total_energy_ha": -7459.10143,
  "species": ["Cu", "Cu", "C", "O", "O", "O", "C", "C", "O", "O", "H", "H", "H", "H", "H", "H", "C", "C", "O", "O", "H", "H", "H", "H", "H", "H", "C", "C", "O", "O", "H", "H", "H", "H", "H", "H", "C", "C", "O", "O", "H", "H", "H", "H", "H", "H", "C", "C", "O", "O", "H", "H", "H", "H", "H", "H", "C", "C", "O", "O", "H", "H", "H", "H", "H", "H", "C", "C", "O", "O", "H", "H", "H", "H", "H", "H", "C", "C", "O", "O", "H", "H", "H", "H", "H", "H", "C", "C", "O", "O", "H", "H", "H", "H", "H", "H", "C", "C", "O", "O", "H", "H", "H", "H", "H", "H", "C", "C", "O", "O", "H", "H", "H", "H", "H", "H", "C", "C", "O", "O", "H", "H", "H", "H", "H", "H", "C", "C", "O", "O", "H", "H", "H", "H", "H", "H", "C", "C", "O", "O", "H", "H", "H", "H", "H", "H", "C", "C", "O", "O", "H", "H", "H", "H", "H", "H", "C", "C", "O", "O", "H", "H", "H", "H", "H", "H", "C", "C", "O", "O", "H", "H", "H", "H", "H", "H"],
  "xyz": [[-1.500344, -4.642853, -16.670969], [-1.283321, -2.259635, -12.234648], [-2.671756, -3.864032, -14.280395], [-3.098847, -4.853459, -14.916230], [-1.761569, -3.173463, -14.711126], [-2.831325, -3.743258, -13.048434], [-2.667604, -5.724683, -10.624582], [-2.185510, -6.908599, -11.461828], [-2.577696, -8.214716, -10.986727], [-3.976234, -5.199179, -10.924534], [-2.023129, -4.882840, -10.877678], [-2.459972, -6.033953, -9.600199], [-1.096340, -6.902335, -11.503840], [-2.617601, -6.667239, -12.432991], [-3.408380, -8.011497, -10.550530], [-3.845245, -4.582891, -11.648842], [-0.160425, 0.083024, -17.838717], [0.791053, 1.252253, -18.057622], [1.051519, 1.991515, -16.887646], [-0.155898, -0.617625, -19.051958], [-1.118654, 0.400687, -17.427643], [0.238632, -0.531675, -17.031870], [0.497280, 2.034381, -18.757678], [1.755213, 0.984811, -18.490009], [0.394557, 2.674604, -16.734681], [-0.132897, 0.049420, -19.741977], [-7.674485, -1.444779, -9.517567], [-8.484719, -2.569719, -8.877751], [-7.876145, -3.362533, -7.897223], [-6.710131, -1.956386, -10.382228], [-7.248537, -0.801439, -8.747642], [-8.378043, -0.763115, -9.995513], [-8.942431, -3.171070, -9.663233], [-9.479552, -2.250077, -8.567522], [-7.383645, -3.957024, -8.467867], [-5.891838, -2.208842, -9.948318], [3.616049, -2.123027, -18.091210], [3.033293, -2.801688, -16.774319], [4.068749, -3.025888, -15.884476], [4.459084, -1.067056, -17.782905], [2.750026, -1.920041, -18.721214], [4.258493, -2.833505, -18.611395], [2.507066, -3.694210, -17.112813], [2.558637, -1.914358, -16.355433], [4.719846, -2.326486, -15.976749], [4.325269, -0.329031, -18.382086], [-1.945255, -9.482738, -15.325990], [-2.391800, -11.036105, -15.312990], [-3.421601, -11.434695, -14.438667], [-0.703230, -9.355748, -15.941929], [-1.943109, -9.032993, -14.333108], [-2.621901, -8.876194, -15.927951], [-1.475070, -11.483599, -14.928983], [-2.422805, -11.545666, -16.276041], [-3.256563, -11.277790, -13.506066], [-0.527103, -8.414542, -16.010574], [-5.395267, -6.931226, -8.628425], [-6.634778, -6.024145, -8.659456], [-6.406038, -5.001126, -9.689661], [-5.382304, -7.777743, -9.666078], [-5.437806, -7.453184, -7.672460], [-4.495872, -6.315443, -8.628963], [-6.832546, -5.603596, -7.673479], [-7.566223, -6.527757, -8.918059], [-5.460731, -4.894849, -9.818923], [-5.911165, -8.521830, -9.369011], [-4.051445, -0.314235, -12.320261], [-3.472289, 1.070680, -11.957515], [-2.079096, 1.169299, -12.015838], [-3.507594, -1.314474, -11.460536], [-3.639245, -0.678165, -13.261399], [-5.133905, -0.440101, -12.297321], [-3.725346, 1.197250, -10.904886], [-4.018138, 1.870953, -12.457217], [-1.740468, 0.791240, -12.830704], [-3.760323, -2.221988, -11.645289], [-6.226795, 1.086369, -17.702066], [-5.292862, 0.887089, -16.481665], [-4.258761, 1.855129, -16.660094], [-7.036752, 2.248059, -17.438334], [-6.979171, 0.308637, -17.833156], [-5.608523, 1.375091, -18.552049], [-4.705526, -0.023587, -16.599222], [-5.776651, 0.969199, -15.508375], [-4.677227, 2.705984, -16.509948], [-6.571955, 3.030071, -17.744958], [-3.336040, -1.695095, -18.846448], [-2.848891, -3.149998, -18.663527], [-1.529043, -3.028842, -18.309776], [-4.668660, -1.721434, -19.224038], [-2.862264, -1.141208, -19.656899], [-3.248682, -1.177735, -17.891036], [-2.901626, -3.616601, -19.647200], [-3.330096, -3.852210, -17.982770], [-1.129878, -2.353621, -18.863239], [-5.101243, -0.892393, -19.441207], [1.227139, -1.332927, -13.547915], [0.330320, -0.140915, -13.988024], [-1.024904, -0.504961, -13.979824], [1.199961, -1.614495, -12.159923], [2.230214, -1.047883, -13.865244], [1.210707, -2.179754, -14.234004], [0.693727, 0.069860, -14.993809], [0.456895, 0.719264, -13.330632], [-1.160306, -1.288764, -14.517339], [1.662939, -0.967139, -11.623086], [-6.197828, -8.903576, -18.769841], [-4.732922, -9.083925, -19.068603], [-3.823807, -8.957656, -17.981204], [-6.677638, -7.651559, -18.610954], [-6.483067, -9.539694, -17.931937], [-6.784819, -9.305557, -19.595632], [-4.457234, -8.263247, -19.730857], [-4.444508, -9.937874, -19.681553], [-3.700538, -8.092919, -17.582918], [-7.168748, -7.389508, -19.393094], [-0.197108, -3.948369, -7.973936], [0.725166, -5.271442, -8.210153], [1.394870, -5.247651, -9.455387], [0.518587, -2.737859, -8.374510], [-0.487504, -3.745486, -6.943113], [-1.046283, -3.901926, -8.655725], [0.210746, -6.182522, -7.904512], [1.439428, -5.357650, -7.391323], [1.313515, -6.058257, -9.963218], [1.197460, -2.935228, -9.023957], [-4.940740, -7.810201, -14.012887], [-5.431384, -7.324632, -15.450327], [-4.225642, -6.964257, -16.250722], [-6.117120, -7.854082, -13.200167], [-4.287582, -7.039050, -13.604464], [-4.383974, -8.745272, -13.951544], [-5.908257, -6.361705, -15.267386], [-6.092388, -7.964525, -16.034880], [-3.832324, -6.276335, -15.708813], [-6.155036, -7.115295, -12.588322], [-9.117434, -3.782523, -13.753331], [-8.313858, -5.173965, -13.795831], [-9.018080, -6.197410, -13.099942], [-9.183254, -3.263640, -12.344463], [-10.161396, -3.879597, -14.051320], [-8.607190, -3.077777, -14.409899], [-7.269379, -5.169351, -13.484168], [-8.362273, -5.424640, -14.855506], [-8.742201, -7.116924, -13.100142], [-8.300322, -3.237441, -11.968497], [-5.966903, -3.413536, -16.506838], [-6.156307, -4.386598, -17.720575], [-7.513385, -4.901026, -17.707169], [-6.828906, -2.343593, -16.605280], [-4.942195, -3.042083, -16.516950], [-6.235911, -3.998295, -15.627176], [-5.629854, -5.340690, -17.694831], [-6.094432, -4.014504, -18.743226], [-7.540285, -5.591440, -18.373664], [-7.581500, -2.634043, -17.125697], [0.706373, -5.128443, -13.693298], [0.260548, -6.504639, -14.298424], [-0.980061, -6.496791, -15.019522], [-0.079860, -4.579623, -12.659197], [0.767802, -4.422249, -14.521326], [1.727644, -5.052054, -13.320097], [0.306242, -7.310051, -13.565414], [1.120463, -6.824450, -14.886961], [-1.647490, -6.166017, -14.413934], [-0.930887, -4.416745, -13.072522], [1.849303, -7.016406, -18.707825], [0.343235, -6.823428, -18.274706], [0.060344, -5.512842, -17.989620], [1.827097, -7.327088, -20.075485], [2.424090, -7.840140, -18.284517], [2.405491, -6.083308, -18.617901], [0.076800, -7.418324, -17.401094], [-0.318774, -7.195190, -19.056773], [0.254576, -5.084960, -18.826756], [2.050587, -8.224637, -20.332503]],
  "forces_ev_per_a": [[0.00, 0.07, 0.99], [-0.50, -0.01, -0.34], [0.70, -1.92, 1.05], [-1.40, -1.28, -1.89], [3.69, 3.45, -4.07], [-2.04, 0.42, 4.69], [0.90, 0.52, -0.69], [-0.53, -0.01, -0.08], [0.15, 1.41, -0.25], [0.18, -1.40, 1.27], [0.63, -0.21, 0.29], [-0.85, 0.52, 0.50], [-0.04, 0.13, -0.08], [0.21, -0.51, -0.58], [-0.70, -0.65, 0.21], [0.27, 0.21, -0.87], [1.24, 0.93, 0.61], [0.15, 1.68, 0.40], [0.58, -0.25, 1.07], [-0.61, -0.83, -0.37], [-0.45, 0.17, -0.63], [0.29, -0.37, -0.28], [-1.04, -0.46, -0.73], [0.11, -0.79, 0.39], [-0.15, -0.12, -0.16], [-0.15, -0.12, -0.33], [-0.72, -0.23, 1.77], [-2.01, 0.51, -0.78], [0.14, 0.38, -0.27], [0.42, 0.16, -1.41], [0.40, -0.14, 0.30], [0.09, -0.31, -0.80], [0.92, -0.63, -0.72], [0.24, 0.98, 1.13], [0.64, -0.38, 0.11], [-0.20, 0.11, 0.39], [-0.52, -2.48, 0.18], [1.79, 3.01, -2.10], [0.79, -1.63, 0.84], [0.05, 1.26, 0.63], [0.03, 0.55, -0.15], [-0.26, -0.54, -0.18], [-0.33, 0.12, 0.78], [-1.73, -0.48, 0.06], [0.04, 0.21, -0.08], [0.01, -0.01, 0.07], [-2.35, -0.79, -0.87], [2.83, 1.04, 1.49], [-1.19, 0.19, -0.86], [1.40, -0.67, -0.20], [-0.01, -0.44, 0.48], [-0.54, -0.25, 0.30], [0.48, -0.17, 0.20], [-1.03, 0.68, -0.20], [0.55, 0.27, -0.18], [-0.17, 0.04, 0.17], [-1.34, 2.10, 2.57], [1.12, 0.75, -1.03], [-1.49, -0.56, 1.31], [0.41, -2.21, -2.07], [0.29, -0.21, 0.29], [0.00, 0.10, 0.03], [0.34, 0.38, 0.11], [0.20, -0.35, -0.29], [0.47, -0.16, -0.23], [-0.01, -0.36, -0.66], [1.02, -1.10, -0.86], [-1.11, -1.11, 1.13], [0.24, 0.25, 0.07], [1.24, 0.17, 2.04], [-0.53, 0.78, -0.91], [-0.10, 0.73, -0.07], [0.04, 0.12, 0.20], [0.14, -0.02, -0.58], [-0.29, -0.22, -0.33], [-0.49, 0.11, -0.76], [-0.70, 0.85, 1.67], [0.76, -0.35, -1.96], [0.11, 0.67, 0.60], [-0.12, 0.28, 0.05], [0.56, -0.36, -0.28], [0.10, -0.92, -0.29], [-0.61, -0.48, 0.35], [-0.18, -0.13, -0.17], [0.19, 0.31, 0.11], [-0.06, 0.04, -0.05], [-1.33, -0.04, 0.59], [-0.75, 0.96, -2.10], [2.03, -0.64, 1.05], [-2.04, -1.10, -0.30], [1.23, -0.33, 0.25], [0.48, 0.21, 0.14], [-0.33, -0.27, -0.25], [-0.55, 0.66, 0.35], [0.54, 0.36, 0.00], [0.54, 0.23, 0.22], [1.46, 2.20, -0.46], [1.10, -1.91, -0.01], [-0.48, 0.51, 0.50], [-1.11, -1.26, -0.31], [0.57, 0.62, 0.47], [-1.31, -0.71, 0.70], [-0.20, 0.56, -0.13], [0.07, -0.02, -0.07], [-0.39, -0.82, -0.44], [0.02, 0.28, -0.32], [-0.31, -3.57, -0.85], [1.52, 2.40, -0.18], [-0.02, -2.01, -0.18], [-0.43, 3.23, 0.77], [0.11, 0.11, 0.44], [0.34, -0.75, -0.36], [-0.27, 0.39, -0.55], [-0.46, -0.57, 0.63], [-0.81, 0.62, -0.06], [0.16, -0.14, 0.01], [1.94, 0.04, -1.93], [-0.85, 1.10, 1.73], [-0.26, 0.35, 0.25], [0.06, -0.34, 0.75], [0.02, -0.62, -0.02], [-0.40, -0.83, 0.31], [-0.91, -0.21, -1.15], [0.73, 0.97, -0.05], [-0.32, -0.04, 0.22], [-0.05, -0.42, -0.17], [-1.28, 0.96, -0.81], [2.49, 0.67, 0.69], [-1.43, -0.91, 0.40], [-0.18, -0.68, 0.04], [0.16, 0.17, -0.31], [-0.39, -0.20, -0.38], [-0.50, -0.17, 0.04], [0.34, -0.19, 0.27], [0.43, 0.61, 0.07], [0.30, 0.09, 0.07], [1.46, -1.16, 3.00], [-1.70, -0.14, -0.96], [-1.25, 0.96, 0.96], [-0.43, -0.38, -1.99], [0.21, -0.33, 0.00], [0.10, 0.07, 0.02], [0.05, 0.70, 0.16], [0.46, -0.01, -0.37], [0.93, 0.38, -0.68], [0.36, -0.03, -0.08], [0.12, -1.99, -1.79], [-0.89, -1.24, -0.16], [-0.84, 0.77, 0.67], [-0.77, 1.42, -0.25], [0.05, -0.16, 0.39], [0.55, -0.13, 0.30], [1.25, 0.52, 0.55], [0.89, 1.02, 0.29], [-0.05, -0.03, 0.28], [-0.31, -0.02, 0.03], [0.28, 0.13, -0.70], [1.22, 0.45, 1.13], [1.77, 0.09, -0.01], [-0.23, -0.50, -0.06], [-0.46, 0.17, -0.45], [0.16, -1.04, 0.10], [-0.72, 0.09, 0.55], [-0.33, 0.28, -1.04], [-0.78, 0.12, 0.00], [-0.70, 0.23, 0.20], [-0.91, -1.03, -0.58], [1.14, -2.63, 0.68], [-0.31, 1.84, 0.17], [-0.03, 0.60, -1.98], [-0.37, 0.29, 1.12], [-0.06, 0.11, 0.37], [0.29, 0.14, 0.04], [0.27, -0.08, -0.32], [-0.31, 0.94, 0.07], [0.03, 0.01, 0.61]]
}